Record 1
{"formula": "C29H24F12N2O2Te4Zr", "method": "ωB97M-V/def2-TZVPD", "e_above_lowest_kj_mol": 122.2, "charge": -2, "largest_force_ev_per_a": 1.7, "orbital_gap_ha": 0.1769, "energy_ha": -3697.28098, "e_homo_ev": -0.87, "symbols": ["Zr", "C", "C", "C", "C", "C", "N", "C", "C", "C", "C", "C", "C", "C", "C", "O", "C", "F", "F", "F", "C", "F", "F", "F", "C", "C", "C", "O", "C", "F", "F", "F", "C", "F", "F", "F", "H", "H", "H", "H", "H", "H", "H", "H", "H", "H", "H", "H", "Te", "Te", "Te", "Te", "C", "N", "C", "C", "C", "C", "C", "C", "C", "C", "H", "H", "H", "H", "H", "H", "H", "H", "H", "H", "H", "H"], "xyz": [[-0.08419, -1.10620, 1.23949], [5.29002, 3.67310, -0.68730], [3.99200, 2.97216, -0.39127], [2.76207, 3.52464, -0.71534], [1.58563, 2.84543, -0.46892], [1.54458, 1.54861, 0.08328], [0.34105, 0.85727, 0.18654], [-0.73201, 1.28624, -0.61863], [-0.53771, 1.65764, -1.96804], [-1.55339, 2.09233, -2.78590], [-2.85657, 2.20286, -2.30801], [-3.98391, 2.68803, -3.17630], [-3.07251, 1.81962, -0.99933], [-2.06569, 1.33579, -0.15994], [-2.42591, 0.97828, 1.28604], [-1.59401, 0.09198, 1.88178], [-3.87761, 0.37797, 1.38605], [-4.01161, -0.36699, 2.47831], [-4.18075, -0.38963, 0.33343], [-4.84258, 1.33633, 1.45237], [-2.38316, 2.28080, 2.13945], [-3.07590, 3.30403, 1.59386], [-1.12156, 2.69930, 2.26965], [-2.87624, 2.08579, 3.37042], [2.79814, 1.06527, 0.57482], [3.96412, 1.76498, 0.29219], [2.82945, -0.09771, 1.56671], [1.97680, -1.10548, 1.27354], [2.45346, 0.52442, 2.96761], [2.70761, -0.29463, 3.98657], [3.09738, 1.68184, 3.21781], [1.13723, 0.80248, 2.98615], [4.22286, -0.76357, 1.77266], [5.11003, 0.01738, 2.43073], [4.78444, -1.06062, 0.57679], [4.12997, -1.90003, 2.44389], [5.13833, 4.49221, -1.39256], [6.02293, 2.99020, -1.12246], [5.73932, 4.09457, 0.21648], [2.71517, 4.51251, -1.16439], [0.65188, 3.33378, -0.70832], [0.46523, 1.62765, -2.36842], [-1.32687, 2.36583, -3.81205], [-3.66229, 3.50430, -3.82669], [-4.81712, 3.04625, -2.57065], [-4.36453, 1.88998, -3.81969], [-4.07630, 1.91635, -0.60759], [4.90902, 1.36758, 0.63721], [-0.46890, -1.96661, 3.91188], [0.26465, -2.59403, 6.40561], [1.00534, -6.19106, 3.39167], [0.57977, -3.84569, 2.15810], [1.23485, -3.27680, -1.11605], [0.67339, -1.91885, -1.20654], [1.66732, -1.08987, -1.87693], [-0.59587, -1.97376, -1.94962], [-1.65659, -2.68463, -1.15211], [-2.56214, -3.52236, -1.80199], [-3.56025, -4.15605, -1.08109], [-3.64015, -3.94304, 0.29206], [-2.72010, -3.12294, 0.92369], [-1.68919, -2.47391, 0.22758], [1.61414, -3.58293, -2.10296], [0.46870, -3.98244, -0.80367], [2.05557, -3.28538, -0.40029], [1.99100, -1.56327, -2.81586], [2.53093, -0.96701, -1.22539], [1.25743, -0.11278, -2.10117], [-0.44781, -2.45034, -2.93307], [-0.90401, -0.94120, -2.13805], [-2.47983, -3.67843, -2.87424], [-4.26020, -4.81854, -1.57755], [-4.41069, -4.43546, 0.87463], [-2.79366, -2.99355, 1.99931]], "forces_ev_per_a": [[0.256, 1.042, -1.330], [0.045, 0.027, 0.018], [-0.054, -0.023, -0.013], [0.012, 0.017, 0.012], [0.015, 0.043, 0.003], [-0.014, -0.093, 0.076], [0.031, -0.219, -0.105], [-0.131, 0.089, 0.131], [0.077, -0.078, 0.011], [-0.031, 0.040, -0.030], [0.039, -0.054, 0.061], [-0.017, 0.005, -0.059], [-0.041, -0.024, -0.017], [0.084, 0.142, 0.049], [-0.145, 0.229, 0.009], [0.100, -0.261, -0.227], [-0.021, 0.016, 0.057], [-0.017, 0.040, 0.010], [0.027, -0.055, 0.013], [-0.002, -0.013, -0.037], [0.094, -0.002, -0.018], [-0.029, 0.015, -0.008], [0.023, 0.011, -0.015], [-0.004, -0.004, 0.025], [-0.210, 0.019, 0.003], [0.061, 0.031, -0.006], [0.130, 0.361, 0.625], [-0.367, 0.071, -0.167], [0.127, -0.020, -0.014], [-0.027, 0.009, -0.032], [-0.010, -0.028, -0.010], [0.012, 0.150, -0.082], [0.063, -0.041, -0.433], [0.021, 0.028, 0.009], [0.001, -0.006, -0.035], [-0.016, -0.013, 0.027], [-0.002, -0.001, 0.003], [-0.008, -0.003, -0.005], [-0.006, -0.003, 0.003], [-0.010, -0.003, -0.005], [0.016, -0.017, -0.024], [-0.007, 0.039, 0.006], [0.004, -0.004, 0.002], [0.003, 0.004, 0.011], [0.002, -0.003, 0.001], [0.001, -0.006, 0.008], [0.007, -0.023, -0.004], [-0.018, 0.010, 0.016], [-0.700, -0.722, 0.933], [0.285, 0.173, -0.019], [-0.106, -0.028, -0.022], [0.464, -1.090, 0.612], [0.055, 0.023, -0.105], [-0.215, -0.438, 0.358], [-0.021, 0.054, 0.035], [0.120, 0.226, -0.172], [0.038, -0.015, -0.101], [-0.040, 0.012, 0.007], [0.025, 0.038, 0.020], [-0.011, -0.009, -0.010], [0.004, 0.086, 0.027], [0.006, 0.342, -0.099], [-0.035, -0.027, -0.011], [0.023, 0.022, 0.078], [0.015, -0.003, -0.024], [-0.025, 0.020, -0.016], [0.016, -0.031, -0.014], [0.003, 0.007, 0.030], [0.031, -0.029, 0.022], [0.007, -0.009, -0.040], [0.006, -0.011, 0.002], [-0.006, 0.008, -0.004], [-0.001, -0.003, -0.004], [-0.002, -0.034, 0.001]], "mulliken_charge": [-1.40, -1.64, 0.28, -1.19, -0.56, 0.44, 1.41, 0.73, -0.07, -1.06, 0.29, -1.70, -0.82, -1.43, 2.25, -0.92, 0.35, -0.24, -0.21, -0.30, 0.33, -0.28, -0.15, -0.29, -0.23, -0.61, 1.41, -0.10, 0.03, -0.25, -0.34, 0.07, 0.30, -0.28, -0.26, -0.22, 0.39, 0.36, 0.29, 0.32, 0.61, 0.30, 0.34, 0.39, 0.38, 0.29, 0.44, 0.47, -0.52, -0.41, -0.44, -0.03, -1.34, 1.51, -1.16, -0.66, 0.29, -0.82, -0.67, -0.86, -0.50, 2.28, 0.35, 0.40, 0.06, 0.48, 0.26, 0.11, 0.40, -0.18, 0.37, 0.35, 0.43, 0.34]}



Record 2
{"formula": "C30H27BF4IrNPS5", "method": "ωB97M-V/def2-TZVPD", "e_above_lowest_kj_mol": 0.0, "charge": 0, "largest_force_ev_per_a": 0.9, "multiplicity": 2, "orbital_gap_ha": [0.2229, 0.2164], "energy_ha": -4075.33850, "e_homo_ev": [-7.45, -7.67], "symbols": ["Ir", "C", "C", "C", "C", "C", "C", "C", "C", "C", "H", "H", "H", "H", "H", "H", "H", "H", "H", "H", "H", "H", "S", "C", "S", "C", "C", "S", "S", "S", "N", "P", "C", "C", "C", "C", "C", "C", "C", "C", "C", "C", "C", "C", "C", "C", "C", "C", "C", "C", "H", "H", "H", "H", "H", "H", "H", "H", "H", "H", "H", "H", "H", "H", "H", "F", "B", "F", "F", "F"], "xyz": [[-0.73443, 1.12806, 1.12307], [1.53059, 3.72036, 1.58666], [0.26784, 3.57447, 0.77593], [-1.01556, 3.60036, 1.38381], [-2.17969, 3.67646, 0.60665], [-3.52699, 3.70388, 1.26787], [-2.05494, 3.79591, -0.77419], [-0.81910, 3.75325, -1.40252], [-0.70946, 3.84327, -2.88949], [0.32445, 3.58861, -0.61574], [1.65753, 2.94676, 2.34177], [1.53057, 4.68278, 2.10009], [2.40037, 3.68613, 0.93286], [-1.09163, 3.71192, 2.45944], [-3.69705, 2.78092, 1.82469], [-4.32119, 3.79387, 0.53126], [-3.59379, 4.53765, 1.96822], [-2.95133, 3.88674, -1.37246], [-0.71305, 2.84258, -3.31422], [0.21166, 4.34555, -3.18596], [-1.55690, 4.37543, -3.31587], [1.29477, 3.56021, -1.09773], [-1.69672, -3.32610, 6.58245], [-1.56669, -2.21307, 5.39288], [-2.58207, -2.19364, 3.98254], [-1.87380, -0.78904, 3.23162], [-0.83023, -0.20429, 3.89825], [-0.02735, 1.21198, 3.27157], [-0.36355, -0.95223, 5.40191], [-2.44515, -0.13527, 1.70743], [0.77111, 0.07435, 0.69206], [0.91398, -1.23976, -0.21798], [0.61978, -1.08203, -1.99380], [-0.16207, -1.94649, -2.74656], [-0.32322, -1.72922, -4.10678], [0.32264, -0.67063, -4.72146], [1.13360, 0.17623, -3.97762], [1.27340, -0.02229, -2.61817], [0.01407, -2.65561, 0.43680], [-1.33618, -2.84153, 0.14033], [-2.03630, -3.88094, 0.73624], [-1.40249, -4.72213, 1.63711], [-0.06380, -4.53097, 1.94623], [0.64498, -3.50459, 1.34524], [2.66992, -1.62753, -0.08819], [3.22355, -2.61259, -0.90108], [4.56512, -2.92783, -0.78668], [5.35947, -2.25259, 0.13128], [4.81121, -1.26581, 0.93542], [3.46398, -0.95203, 0.82976], [-0.66591, -2.78010, -2.27967], [-0.95861, -2.38756, -4.68166], [0.19803, -0.50484, -5.78317], [1.64334, 1.00021, -4.45836], [1.89201, 0.64841, -2.03203], [-1.85593, -2.18374, -0.54588], [-3.08366, -4.01518, 0.50317], [-1.95564, -5.52174, 2.11181], [0.42707, -5.17947, 2.65793], [1.68862, -3.35836, 1.59217], [2.60793, -3.12952, -1.62806], [4.99561, -3.69375, -1.41700], [6.40977, -2.49633, 0.21456], [5.43077, -0.74064, 1.64925], [3.01360, -0.19202, 1.45371], [-1.38780, 0.84606, -0.97199], [-2.68732, 0.76150, -1.72404], [-2.88536, -0.57563, -1.97715], [-3.64669, 1.28810, -0.88944], [-2.50969, 1.49511, -2.86908]], "forces_ev_per_a": [[0.085, -0.069, -0.161], [0.015, -0.047, -0.048], [-0.121, 0.155, -0.122], [0.271, 0.011, -0.042], [-0.021, -0.003, 0.019], [0.009, -0.031, 0.021], [0.057, -0.055, -0.058], [-0.011, -0.087, 0.207], [0.123, 0.057, -0.097], [-0.040, 0.208, 0.052], [-0.044, -0.017, 0.026], [-0.004, 0.025, 0.001], [0.019, 0.000, -0.004], [0.010, -0.076, -0.006], [-0.014, 0.001, 0.021], [-0.005, 0.012, -0.022], [-0.023, 0.006, 0.017], [-0.023, 0.002, -0.037], [0.018, -0.099, -0.062], [0.005, 0.028, -0.002], [-0.028, 0.021, -0.009], [0.035, -0.025, -0.011], [-0.005, 0.026, -0.051], [-0.001, -0.035, 0.001], [0.064, 0.090, 0.083], [0.657, 0.549, 0.138], [-0.564, -0.197, -0.566], [-0.430, -0.370, 0.092], [-0.146, 0.011, -0.157], [0.411, -0.152, 0.483], [-0.559, 0.071, 0.052], [0.182, 0.059, -0.035], [0.017, -0.145, 0.120], [-0.062, -0.050, 0.036], [0.051, 0.005, -0.045], [-0.018, -0.052, -0.045], [-0.026, 0.102, -0.014], [0.041, 0.106, 0.028], [-0.070, 0.099, -0.068], [-0.129, -0.025, -0.015], [0.021, 0.053, -0.030], [-0.016, -0.034, 0.023], [-0.016, -0.021, -0.016], [0.043, 0.056, 0.062], [-0.026, -0.057, -0.102], [-0.011, -0.021, -0.051], [0.060, -0.018, -0.015], [0.016, 0.001, 0.001], [0.030, -0.012, -0.011], [0.006, -0.008, 0.066], [0.018, -0.014, -0.026], [-0.020, -0.026, -0.023], [-0.009, 0.012, -0.013], [0.018, 0.022, -0.011], [0.000, 0.019, 0.012], [0.034, 0.071, 0.019], [-0.029, -0.025, -0.006], [-0.009, -0.015, 0.004], [0.026, -0.024, 0.026], [0.015, 0.009, -0.009], [-0.022, 0.000, -0.004], [0.010, -0.022, -0.014], [0.034, -0.011, 0.010], [0.022, 0.017, 0.019], [-0.006, 0.002, 0.009], [0.332, 0.158, 0.251], [0.066, -0.089, 0.066], [-0.042, -0.329, 0.015], [-0.229, 0.104, 0.230], [-0.041, 0.097, -0.203]], "mulliken_spin": [0.28, 0.00, 0.00, 0.06, 0.03, -0.01, 0.00, 0.00, 0.00, 0.00, 0.00, 0.00, 0.00, 0.00, 0.00, 0.00, 0.00, 0.00, 0.00, 0.00, 0.00, 0.00, 0.01, 0.00, 0.00, -0.01, 0.04, 0.06, 0.00, 0.16, 0.28, 0.02, 0.01, 0.00, 0.00, 0.00, 0.00, 0.00, 0.00, 0.02, -0.01, 0.00, 0.00, 0.00, 0.00, 0.00, 0.00, 0.00, 0.00, 0.01, 0.00, 0.00, 0.00, 0.00, 0.00, 0.01, 0.00, 0.00, 0.00, 0.00, 0.00, 0.00, 0.00, 0.00, 0.00, 0.03, 0.01, 0.00, 0.00, 0.00]}